Computed, not measured: C3H6N2OS in the gas phase in a non-equilibrium geometry, with ωB97M-V with the def2-TZVPD basis set.

Each line ends with the Mulliken charge.
Element x y z (Å)
O  1.388  -1.698  1.101  -0.502
H  -0.517  2.241  0.516  0.284
C  -0.127  2.411  -1.896  -0.358
H  0.314  0.729  1.975  0.335
H  -0.739  3.251  -1.514  0.241
H  1.657  0.767  0.824  0.286
C  0.621  0.537  0.946  -0.402
N  -0.241  1.336  0.083  -0.184
H  -1.582  -0.458  -0.202  0.160
C  0.494  -0.980  0.751  0.446
S  -1.015  -1.650  0.097  -0.212
H  0.204  2.437  -2.941  0.254
N  0.222  1.409  -1.202  -0.349

Force components x, y, z for each atom (eV/Å):
O 0.04 -0.18 0.03
H 0.30 -0.79 -0.54
C 0.08 0.16 -0.46
H 0.11 0.00 0.03
H 0.24 -0.43 -0.07
H 0.79 0.17 -0.01
C -1.24 -0.13 -0.25
N -0.04 0.50 0.83
H 0.19 -0.27 0.12
C -0.04 0.30 -0.02
S -0.09 0.23 -0.06
H -0.16 0.03 0.48
N -0.19 0.41 -0.08

Calculated values
- HOMO-LUMO gap (eV) = 10.09
- ΔE to the lowest compared entry with this formula, charge and spin (kJ/mol) = 236.0
- structure (SMILES) = C=NNCC(=O)S
- strongest force on any atom (eV Å⁻¹) = 1.267
- DFT total energy (Ha) = -700.79931
- total charge = 0

Computed, not measured: 5 unconnected molecules or ions with the total composition C11H31Cl2NO5 in a non-equilibrium geometry, with ωB97M-V with the def2-TZVPD basis set.

Each line ends with the Mulliken charge.
Element x y z (Å)
H  0.916  0.268  3.801  0.350
H  -1.622  2.078  3.388  0.421
Cl  -3.632  -0.465  -3.004  -0.189
O  2.153  -0.489  1.842  -0.402
H  2.907  -2.251  0.982  0.329
H  0.907  6.395  1.553  0.272
H  -2.963  -1.769  -0.369  0.133
H  -0.777  -0.017  3.276  0.550
N  0.117  1.605  2.346  -0.215
C  3.858  -3.223  -1.980  -0.155
H  -0.448  6.457  2.574  0.293
H  -1.008  1.794  -4.313  0.311
H  -2.150  -3.749  1.038  0.280
H  4.082  -4.620  -3.304  0.299
H  -2.572  1.576  -2.519  0.390
H  4.113  -3.105  -0.929  0.098
H  -0.468  -1.780  -3.130  0.007
C  -1.775  1.025  -4.382  -0.509
H  0.290  -3.274  -2.819  0.279
H  -2.342  -0.974  1.135  0.075
H  -2.604  1.398  -4.982  0.340
C  -0.641  2.515  3.169  -0.685
H  2.254  -1.002  -0.163  0.270
C  -2.715  -1.895  0.688  -0.344
C  -0.425  -2.575  -2.373  -0.487
O  4.179  -4.564  -2.349  -0.529
C  -0.936  3.813  2.419  -0.516
H  -1.386  0.265  -2.437  0.129
H  -3.639  -2.147  1.217  0.401
C  2.768  -1.186  0.779  -0.757
O  0.276  4.520  2.251  -0.302
H  3.788  -0.803  0.695  0.363
H  1.055  1.972  2.220  0.197
H  0.266  -0.685  0.990  -0.063
H  -1.439  -2.953  -2.260  0.296
H  -0.183  2.768  4.137  0.272
H  -0.492  -2.196  -0.467  0.193
C  0.224  0.266  2.949  -1.031
H  -1.375  3.579  1.441  0.289
O  0.133  -2.024  -1.186  -0.393
H  2.805  -3.001  -2.142  -0.005
H  0.592  -1.729  2.409  0.411
C  0.766  -0.745  1.957  0.038
O  -1.719  -2.903  0.901  -0.503
H  4.524  -2.530  -2.503  0.308
H  -1.685  4.400  2.965  0.406
Cl  -1.073  -0.330  -5.283  -0.189
C  0.016  5.819  1.803  -0.763
C  -2.238  0.654  -2.993  -0.264
H  -0.681  5.820  0.960  0.300

Force components x, y, z for each atom (eV/Å):
H -0.21 -0.11 0.22
H 0.10 -0.17 0.00
Cl 0.35 0.03 0.07
O -0.05 -0.03 -0.24
H -0.54 -0.15 -0.01
H 0.32 -0.65 -0.24
H 0.20 0.10 0.01
H 0.02 -0.16 0.08
N 0.16 -0.50 0.22
C 0.66 -0.20 0.06
H -0.19 -0.40 0.17
H -0.01 0.00 0.06
H 0.03 -0.05 -0.11
H 0.02 -0.12 0.03
H -0.06 -0.08 0.12
H -0.24 -0.17 0.09
H -0.22 -0.06 0.20
C -0.38 0.17 -0.17
H -0.39 -0.50 0.32
H 0.06 0.08 -0.28
H 0.04 0.03 0.05
C -0.60 0.75 -0.24
H -0.14 -0.28 -0.06
C -0.34 -0.27 0.52
C 0.74 1.00 -0.78
O -0.13 0.12 0.00
C 0.11 -0.61 0.24
H -0.33 -0.37 0.20
H 0.04 0.01 -0.04
C 0.73 0.33 0.13
O 0.04 0.24 0.06
H -0.08 0.21 0.00
H -0.07 0.01 -0.15
H -0.02 0.10 -0.08
H 0.13 -0.36 0.14
H 0.10 -0.06 -0.03
H 0.30 -0.25 0.06
C 0.17 0.60 -0.68
H 0.08 -0.04 -0.06
O -0.49 -0.06 0.08
H -0.03 0.19 0.02
H 0.08 -0.24 -0.32
C 0.08 -0.01 0.93
O -0.06 0.30 -0.13
H -0.29 0.19 -0.20
H 0.21 0.14 0.17
Cl 0.10 -0.19 -0.17
C -0.44 1.11 0.17
C 0.30 0.46 -0.21
H 0.15 -0.04 -0.22

Calculated values
- HOMO-LUMO gap (eV) = 9.30
- structure (SMILES) = COCCNCCOC.ClCCCl.CO.CO.CO
- strongest force on any atom (eV Å⁻¹) = 1.473
- DFT total energy (Ha) = -1788.94333
- total charge = 0

Computed, not measured: 2 unconnected molecules or ions with the total composition C5H15NO in a non-equilibrium geometry, with ωB97M-V with the def2-TZVPD basis set.

Each line ends with the Mulliken charge.
Element x y z (Å)
C  0.668  1.137  -2.538  -1.467
H  -2.503  -1.229  1.596  0.404
H  0.219  1.396  -3.489  0.393
H  -0.358  -1.581  0.214  0.375
H  1.188  1.160  1.326  0.304
C  1.199  0.750  0.313  -1.011
H  1.589  0.598  -2.746  0.319
H  1.820  -0.185  0.442  0.231
H  0.806  2.156  -2.117  0.407
C  -0.309  0.449  -1.598  -0.166
C  -2.287  -0.761  0.650  -1.330
H  -2.724  -1.336  -0.150  0.297
H  1.726  1.420  -0.366  0.369
O  1.246  -1.146  3.246  -0.611
H  -0.538  -0.589  -1.905  0.319
N  -0.129  0.449  -0.142  0.022
H  -0.412  -0.484  1.632  0.328
C  -0.739  -0.619  0.599  -0.349
H  -1.253  0.972  -1.827  0.223
H  1.379  -2.078  3.176  0.304
H  -2.670  0.271  0.647  0.332
H  2.081  -0.751  3.037  0.308

Force components x, y, z for each atom (eV/Å):
C 0.10 1.02 0.88
H -0.36 -0.19 0.26
H -0.43 -0.55 -0.26
H 0.28 -0.17 0.28
H -0.16 0.33 -0.10
C 0.77 -1.17 0.58
H 0.22 0.22 0.30
H -0.18 0.48 -0.40
H 0.67 -0.57 -0.15
C -1.89 -0.75 -0.45
C 1.13 1.58 -0.12
H -0.06 -0.09 -0.37
H -0.12 -0.03 0.24
O -0.79 0.63 0.37
H 0.43 0.03 -0.19
N 0.15 1.55 -0.75
H 0.10 -0.21 -0.17
C -0.34 -0.85 -0.05
H -0.04 -0.17 0.33
H 0.14 -0.98 -0.08
H -0.33 -0.43 0.06
H 0.71 0.33 -0.19

Calculated values
- HOMO-LUMO gap (eV) = 8.64
- ΔE to the lowest compared entry with this formula, charge and spin (kJ/mol) = 147.9
- structure (SMILES) = CCN(C)CC.O
- strongest force on any atom (eV Å⁻¹) = 2.086
- DFT total energy (Ha) = -329.45128
- total charge = 0

Computed, not measured: a molecular structure, C60H46BiFGeNO3P3S2Te, with ωB97M-V with the def2-TZVPD basis set.

Each line ends with the Mulliken charge.
Element x y z (Å)
C  -1.172  6.194  -0.422  -1.036
H  -1.776  -4.482  0.045  0.235
Te  0.975  -2.558  -4.061  -0.360
H  -2.380  0.561  -6.363  0.339
C  2.143  2.471  -2.271  -0.022
C  -1.769  2.152  2.361  -0.316
H  -1.024  2.983  6.092  0.397
H  4.685  5.017  2.869  0.349
O  -1.225  -0.052  -0.870  0.440
C  -0.516  0.477  -5.297  -1.001
H  5.006  2.836  3.989  0.393
C  -0.186  3.722  -1.272  0.173
C  -2.173  -4.870  -2.005  -0.383
S  3.898  -1.111  -3.105  -0.274
H  -1.968  -5.928  -1.898  0.393
H  -4.744  2.524  -0.933  0.520
H  -0.025  -0.146  -6.035  0.552
H  -5.280  -2.949  4.088  0.394
C  -2.460  1.633  -4.503  -0.496
C  0.713  -1.899  5.089  -0.927
H  1.628  3.215  -4.224  0.452
C  -3.523  -4.180  4.014  -0.608
C  -0.120  6.144  -1.324  -0.757
C  -2.266  -2.658  -0.998  -0.497
H  -1.633  -5.163  3.717  0.414
H  -2.269  2.607  -2.609  -0.025
C  -5.833  0.701  -1.093  -0.964
C  4.062  -6.498  -2.062  -0.778
H  1.028  3.579  1.173  0.112
H  2.140  -3.471  5.405  0.372
C  -4.726  1.458  -0.758  -0.418
C  -1.837  0.868  -5.477  -0.749
O  3.027  -0.756  1.870  -0.491
H  6.050  -3.544  -0.777  0.327
C  2.297  -1.166  2.940  0.141
C  -1.274  3.773  -0.394  -0.293
C  -3.979  -2.374  2.483  -0.819
C  -2.616  -2.149  -2.253  -0.049
H  1.204  4.885  -2.422  0.393
C  2.453  -1.768  -2.809  0.085
C  0.175  0.861  -4.159  -0.881
H  3.438  -7.314  -2.401  0.347
C  3.441  -5.425  -1.372  0.235
C  4.136  3.001  3.363  -0.663
C  3.729  3.364  -3.866  -0.696
C  -2.744  2.729  3.190  -0.504
C  -0.428  1.667  -3.193  0.260
C  4.506  2.569  -1.740  -0.669
C  -2.796  -2.609  1.774  0.729
H  1.184  0.499  -3.999  0.843
P  0.780  0.910  2.005  1.905
H  -6.676  -1.279  -1.102  0.384
C  -1.751  5.017  0.028  -0.573
C  -0.544  1.806  2.929  -0.456
H  2.678  5.377  1.445  0.458
H  -2.750  -1.082  -2.372  -0.012
H  7.254  -5.373  -1.964  0.363
C  -3.548  -0.500  0.021  -1.127
C  5.417  -6.491  -2.277  -0.159
H  0.689  1.942  4.681  0.408
H  3.004  1.731  -0.457  0.359
H  0.087  -2.180  5.926  0.401
C  0.347  -0.829  4.284  -0.673
C  1.866  -2.614  4.802  -0.543
C  -2.750  -2.979  -3.352  -0.670
C  -1.948  -3.598  2.291  -0.452
H  -3.501  1.916  -4.615  0.408
H  5.309  2.369  -1.042  0.437
C  -2.524  -4.347  -3.237  -0.760
H  -3.016  -2.550  -4.311  0.373
C  6.182  -5.417  -1.818  -0.687
H  3.622  -1.469  1.563  0.280
H  -2.577  5.063  0.719  0.541
C  3.957  4.225  2.737  -0.626
H  -0.964  -3.746  1.854  0.498
H  0.330  7.057  -1.698  0.385
C  -2.049  -4.034  -0.900  -0.479
C  2.657  -2.258  3.722  -0.799
N  4.201  -4.408  -0.927  -0.133
C  5.514  -4.409  -1.156  -0.161
C  -1.761  2.030  -3.372  -0.499
P  0.467  2.028  -1.625  2.307
H  -2.592  -4.990  -4.107  0.323
C  -0.290  2.147  4.264  0.029
P  -2.019  -1.469  0.433  2.099
C  0.368  4.915  -1.737  -0.757
H  5.788  3.395  -3.249  0.362
Bi  0.962  -2.415  -1.237  0.769
C  1.149  -0.423  3.221  0.334
H  -3.706  2.977  2.768  0.533
C  3.203  2.221  -1.404  -0.443
F  -3.674  3.325  0.736  -0.681
H  -4.663  -2.317  -0.173  0.589
H  3.930  3.799  -4.838  0.394
C  -5.819  -0.664  -0.852  -1.015
C  -4.687  -1.245  -0.316  0.098
C  3.212  1.976  3.191  -0.263
H  -4.635  -1.569  2.176  0.321
O  -0.120  -0.528  -1.670  -0.046
H  5.890  -7.309  -2.810  0.326
C  -2.504  2.994  4.526  -0.914
C  -4.344  -3.151  3.577  -0.660
C  2.428  3.040  -3.515  -0.366
C  -3.586  0.881  -0.182  -0.008
C  2.832  4.429  1.947  -0.591
H  -3.286  3.422  5.143  0.363
C  -2.312  -4.393  3.368  -0.806
C  4.771  3.141  -2.973  -0.578
H  -3.811  -4.792  4.861  0.352
H  3.539  -2.833  3.466  0.418
Ge  -2.234  2.188  0.418  2.498
H  -6.699  1.174  -1.543  0.361
C  1.909  3.410  1.785  0.090
C  -1.250  2.735  5.061  -0.855
S  1.734  -5.430  -1.115  -0.454
H  3.375  1.029  3.689  0.382
H  -1.548  7.148  -0.069  0.374
C  2.090  2.164  2.392  0.079
H  -0.579  -0.311  4.488  0.425

Force components x, y, z for each atom (eV/Å):
C 0.02 -0.04 -0.03
H 0.02 0.02 -0.01
Te 0.26 -0.40 0.01
H -0.02 -0.01 0.00
C -0.06 -0.01 -0.04
C 0.10 -0.15 -0.21
H 0.00 -0.01 0.00
H 0.00 0.00 -0.02
O 0.18 -0.04 -0.53
C -0.01 0.17 -0.02
H 0.00 -0.01 0.00
C -0.06 -0.07 -0.06
C 0.03 -0.03 -0.02
S -0.10 0.09 0.19
H 0.02 0.01 0.02
H -0.04 -0.02 0.00
H -0.02 -0.02 0.03
H 0.01 0.01 0.01
C -0.07 0.01 0.02
C -0.02 -0.04 -0.04
H -0.04 -0.01 0.03
C -0.04 0.00 0.03
C 0.02 -0.02 0.05
C 0.25 -0.11 0.10
H 0.00 -0.01 0.01
H -0.02 0.07 -0.04
C 0.03 0.03 -0.08
C -0.11 0.01 0.07
H 0.05 0.02 -0.03
H 0.02 0.02 0.00
C 0.01 0.00 -0.11
C 0.04 -0.01 -0.03
O 0.66 -0.57 -0.48
H 0.03 0.01 -0.03
C -0.23 -0.29 0.28
C 0.01 -0.43 -0.06
C 0.03 -0.10 -0.06
C 0.13 0.08 -0.10
H 0.03 -0.02 -0.01
C 0.03 -0.14 -0.38
C -0.07 0.20 0.00
H 0.01 0.00 -0.05
C 0.31 -0.06 -0.08
C 0.02 0.02 0.00
C 0.01 0.05 0.02
C -0.09 -0.09 0.03
C -0.02 0.03 -0.02
C -0.03 -0.03 -0.01
C 0.01 0.19 0.11
H 0.00 0.08 -0.05
P -0.19 0.25 0.02
H 0.01 0.00 -0.01
C 0.04 0.05 0.01
C 0.05 -0.02 0.26
H -0.02 -0.01 0.01
H 0.06 0.04 0.02
H 0.00 0.02 -0.03
C -0.10 0.02 0.01
C 0.07 0.00 -0.03
H 0.01 -0.04 0.01
H -0.01 0.03 0.02
H -0.03 -0.05 -0.05
C 0.10 -0.03 0.00
C -0.05 -0.05 0.05
C -0.03 -0.09 -0.01
C -0.03 -0.03 -0.01
H -0.01 0.00 0.01
H 0.01 -0.02 -0.01
C 0.01 0.06 -0.04
H 0.04 0.03 0.00
C 0.10 -0.08 -0.03
H -0.41 0.46 0.17
H -0.04 0.01 0.01
C -0.02 -0.01 0.03
H -0.01 0.05 -0.02
H 0.01 0.00 0.01
C -0.03 0.04 0.03
C 0.03 0.07 -0.14
N -0.12 0.31 0.17
C -0.25 -0.05 0.05
C 0.10 0.01 0.02
P 0.17 0.14 -0.21
H -0.02 0.00 0.01
C -0.01 0.05 -0.01
P -0.06 -0.24 -0.01
C 0.04 0.06 0.00
H 0.00 0.00 0.00
Bi -0.26 0.41 0.26
C 0.07 0.16 -0.16
H -0.01 0.02 0.00
C 0.03 0.01 0.04
F 0.16 0.05 0.09
H -0.02 -0.02 -0.01
H 0.01 -0.02 -0.01
C -0.02 -0.09 0.06
C -0.07 0.09 0.16
C 0.03 -0.02 0.00
H -0.03 -0.01 -0.01
O -0.18 -0.19 0.75
H -0.01 -0.02 0.01
C 0.01 -0.02 -0.05
C 0.01 0.01 0.02
C 0.03 -0.06 -0.03
C 0.20 0.01 -0.12
C 0.02 -0.01 0.02
H -0.01 0.02 -0.02
C 0.05 0.04 0.01
C -0.01 -0.01 -0.01
H 0.00 0.00 0.00
H 0.05 -0.02 0.00
Ge -0.63 0.34 0.33
H 0.01 0.02 0.01
C -0.01 -0.05 -0.09
C 0.04 0.00 0.05
S -0.14 -0.01 0.09
H -0.01 0.00 -0.01
H -0.01 0.00 0.00
C 0.00 -0.04 -0.04
H -0.01 0.04 -0.01

Calculated values
- HOMO-LUMO gap (eV) = 5.68
- ΔE to the lowest compared entry with this formula, charge and spin (kJ/mol) = 132.5
- strongest force on any atom (eV Å⁻¹) = 0.998
- DFT total energy (Ha) = -7074.26143
- total charge = -2

Number 2 is which compound?
C11H31Cl2NO5